{
  "formula": "C11H19Br2F6N6O6PS2",
  "method": "ωB97M-V/def2-TZVPD",
  "elements": ["N", "P", "C", "N", "C", "Br", "N", "C", "N", "N", "C", "C", "C", "C", "O", "C", "C", "O", "Br", "H", "H", "H", "H", "H", "H", "H", "H", "H", "H", "H", "H", "H", "H", "H", "H", "H", "H", "H", "C", "F", "F", "F", "S", "O", "O", "N", "S", "O", "O", "C", "F", "F", "F"],
  "xyz": [[-1.0490, -1.0025, -2.0138], [-1.7817, -1.0545, -0.6334], [-1.4375, 0.4700, 0.3523], [-2.0619, 0.3598, 1.6803], [0.0693, 0.5645, 0.6544], [0.9641, -1.0710, 1.1022], [0.8624, 1.2329, -0.4218], [0.3194, 2.3267, -0.8999], [0.9922, 3.5012, -0.8523], [-0.9671, 2.2289, -1.4095], [-2.0022, 1.7416, -0.4316], [-3.2224, 1.4638, -1.3301], [-4.5573, 1.1801, -0.6078], [-5.6784, 2.1833, -0.9230], [-5.8553, 3.1294, 0.1268], [-2.3266, 2.8689, 0.5712], [-2.4948, 4.2085, -0.1154], [-3.2482, 4.4906, -0.9661], [-1.3349, 5.6145, 0.6408], [-0.4297, -1.7831, -2.1952], [-3.1799, -1.0121, -0.7152], [-1.5472, -2.1217, 0.2403], [-1.4806, -0.2020, 2.2949], [-2.9707, -0.0895, 1.6308], [0.1763, 1.1860, 1.5463], [1.8125, 1.4260, -0.1000], [1.2490, 4.0021, -1.6886], [1.0785, 3.9807, 0.0329], [-0.9679, 1.4835, -2.1204], [-3.3419, 2.3836, -1.9048], [-2.9995, 0.6899, -2.0691], [-4.4486, 1.1294, 0.4777], [-4.9028, 0.1923, -0.9280], [-6.6123, 1.6490, -1.1193], [-5.4444, 2.7496, -1.8263], [-6.5213, 2.7983, 0.7358], [-3.2617, 2.6742, 1.0953], [-1.5185, 2.9580, 1.2973], [3.5708, -3.7947, 2.4962], [3.1920, -3.5141, 3.7469], [3.1581, -5.0239, 2.2037], [2.9267, -2.9361, 1.6715], [5.3892, -3.5595, 2.3044], [5.9834, -4.5275, 3.1777], [5.5799, -2.1690, 2.6160], [5.4120, -3.9073, 0.7710], [6.7366, -3.8399, -0.0948], [7.7053, -4.8519, 0.2068], [7.2102, -2.5092, -0.3515], [5.9563, -4.3754, -1.6794], [4.9945, -3.5254, -2.0634], [5.4163, -5.5904, -1.5778], [6.8889, -4.4067, -2.6347]],
  "multiplicity": 1,
  "e_tot_ev": -220285.0304
}